{"formula": "CH3NO4PSn", "method": "ωB97M-V/def2-TZVPD", "de_lowest_kj_mol": 0.0, "energy_ev": -25874.27190, "total_charge": 1, "elements": ["N", "P", "O", "O", "C", "O", "O", "H", "H", "H", "Sn"], "positions_angstrom": [[0.875, -0.661, 1.188], [0.046, -0.222, -0.129], [0.804, 1.144, -0.926], [-0.157, -1.497, -1.202], [-1.689, 0.213, 0.493], [-2.292, -0.738, 0.985], [-2.156, 1.410, 0.382], [1.710, -0.049, 1.269], [0.736, 1.968, -0.380], [-0.674, -2.171, -0.696], [2.798, 0.604, -0.984]]}